No. 1
The following is a quantum chemistry calculation of a single C7H12 molecule, from the OMol25 dataset.

Calculated total energy (eV): -7452.1582
Orbital gap (Eh): 0.386
Highest occupied orbital energy (eV): -9.4
SMILES: C[C@H]1C=CC1(C)C

```
! wB97M-V def2-TZVPD RIJCOSX def2/J DEFGRID3
* xyz 0 1
C 0.99 -1.29 -1.29
C 0.13 -0.06 -1.03
C -1.35 -0.24 -1.21
C -1.72 0.12 0.01
C -0.15 0.37 0.45
C 0.31 -0.56 1.55
C 0.17 1.82 0.76
H 0.60 -2.16 -0.77
H 2.02 -1.12 -0.98
H 0.99 -1.51 -2.36
H 0.53 0.78 -1.61
H -1.91 -0.57 -2.07
H -2.65 0.24 0.54
H 1.40 -0.59 1.59
H -0.06 -1.57 1.40
H -0.06 -0.21 2.51
H -0.12 2.47 -0.07
H 1.24 1.94 0.94
H -0.36 2.14 1.66
*
```

No. 2
The following is a quantum chemistry calculation of a single C7H12 molecule, from the OMol25 dataset.

Calculated total energy (eV): -7452.2942
Orbital gap (Eh): 0.347
Highest occupied orbital energy (eV): -8.3
SMILES: C=C/C(=C/C)CC

```
! wB97M-V def2-TZVPD RIJCOSX def2/J DEFGRID3
* xyz 0 1
C -0.68 -0.59 2.40
C -0.05 -0.80 1.25
C -0.14 0.01 0.01
C -0.79 1.18 0.01
C -0.87 2.17 -1.11
C 0.60 -0.48 -1.22
C 1.73 -1.49 -0.95
H -0.57 -1.35 3.17
H -1.21 0.31 2.67
H 0.46 -1.74 1.14
H -1.17 1.50 0.97
H -0.19 1.94 -1.93
H -1.89 2.22 -1.47
H -0.58 3.18 -0.79
H 1.02 0.38 -1.73
H -0.07 -0.93 -1.96
H 2.39 -1.59 -1.81
H 2.32 -1.23 -0.07
H 1.29 -2.48 -0.81
*
```

No. 3
The following is a quantum chemistry calculation of a gas-phase ion, C7H12 (charge +1), from the OMol25 dataset.

Calculated total energy (eV): -7443.9409
Orbital gap (spin up / spin down) (Eh): 0.339 / 0.284
Highest occupied orbital energy (spin up / spin down) (eV): -14.3 / -15.3

```
! wB97M-V def2-TZVPD RIJCOSX def2/J DEFGRID3
* xyz 1 2
C 2.12 0.31 2.53
C 0.98 -0.45 1.87
C 0.14 0.40 0.89
C -0.35 -0.38 -0.27
C -0.65 0.18 -1.50
C -1.53 -0.47 -2.37
C -2.01 0.12 -3.52
H 1.78 1.06 3.25
H 2.70 -0.39 3.14
H 2.85 0.78 1.87
H 1.42 -1.30 1.34
H 0.30 -0.89 2.59
H -0.87 0.54 1.33
H 0.58 1.33 0.55
H -0.66 -1.41 -0.10
H -0.25 1.12 -1.84
H -2.08 -1.32 -1.97
H -1.49 0.97 -3.95
H -2.99 -0.19 -3.84
*
```

No. 4
The following is a quantum chemistry calculation of a molecular structure, C7H12AgBBr6F4O3, from the OMol25 dataset.

Calculated total energy (eV): -449398.9616
Orbital gap (Eh): 0.108
Highest occupied orbital energy (eV): -0.1

```
! wB97M-V def2-TZVPD RIJCOSX def2/J DEFGRID3
* xyz -2 1
Ag 5.76 -14.34 17.84
C 4.44 -16.62 13.95
O 4.05 -17.33 12.99
O 5.61 -16.26 14.03
O 3.64 -15.94 14.62
B 7.26 -10.26 15.49
F 7.14 -10.30 14.14
F 7.71 -9.03 15.83
F 5.92 -10.52 15.94
F 7.98 -11.28 15.95
Br -2.17 -17.20 19.59
C -0.59 -16.68 20.71
C -0.06 -15.36 20.19
Br 1.52 -14.88 21.34
H 0.13 -17.48 20.57
H -0.94 -16.68 21.75
H -0.77 -14.53 20.28
H 0.17 -15.60 19.15
Br 13.55 -11.33 22.61
C 12.53 -12.53 23.94
C 11.16 -12.00 24.14
Br 9.92 -12.35 22.61
H 13.11 -12.53 24.86
H 12.51 -13.58 23.63
H 11.29 -10.92 24.24
H 10.72 -12.44 25.03
Br 10.21 -22.87 15.50
C 9.78 -21.29 16.63
C 8.50 -21.50 17.43
Br 8.10 -19.87 18.57
H 9.67 -20.38 16.04
H 10.64 -21.15 17.28
H 8.50 -22.34 18.12
H 7.66 -21.70 16.77
*
```

No. 5
The following is a quantum chemistry calculation of a molecular structure, C7H12AgF6N3O4S3, from the OMol25 dataset.

Calculated total energy (eV): -72922.1384
Orbital gap (Eh): 0.334
Highest occupied orbital energy (eV): -9.6

```
! wB97M-V def2-TZVPD RIJCOSX def2/J DEFGRID3
* xyz 0 1
Ag 1.92 -0.46 -1.84
F 2.38 4.78 -2.35
C 1.09 4.48 -2.11
F 0.70 5.28 -1.11
F 0.37 4.79 -3.22
S 0.88 2.60 -1.60
O -0.52 2.28 -1.84
O 1.82 1.76 -2.40
N 1.49 2.82 -0.14
S 1.23 2.07 1.24
O 0.90 0.67 1.09
O 2.26 2.45 2.17
C -0.44 2.81 1.98
F -0.20 3.34 3.19
F -0.89 3.76 1.17
F -1.40 1.87 2.07
C -1.62 -1.90 -2.10
N -1.08 -1.77 -0.76
C -1.63 -0.74 0.07
C 0.03 -2.43 -0.37
S 1.34 -2.71 -1.51
N 0.14 -2.86 0.91
C -0.94 -3.57 1.54
C 1.38 -2.74 1.67
H -2.62 -2.33 -2.00
H -0.99 -2.60 -2.67
H -1.72 -0.96 -2.63
H -1.45 0.26 -0.36
H -1.17 -0.74 1.04
H -2.70 -0.90 0.21
H -1.81 -3.53 0.86
H -1.19 -3.05 2.48
H -0.64 -4.61 1.72
H 1.60 -1.71 1.98
H 2.23 -3.07 1.05
H 1.25 -3.34 2.57
*
```

No. 6
The following is a quantum chemistry calculation of a molecular structure, C7H12AsF6KN3O7, from the OMol25 dataset.

Calculated total energy (eV): -119723.0080
Orbital gap (Eh): 0.187
Highest occupied orbital energy (eV): -4.5

```
! wB97M-V def2-TZVPD RIJCOSX def2/J DEFGRID3
* xyz -1 1
K 2.55 0.71 -1.18
As -3.13 1.33 -3.50
F -3.48 0.83 -1.81
F -3.34 -0.40 -4.05
F -2.84 1.76 -5.15
F -2.87 3.07 -3.03
F -1.40 1.02 -3.13
F -4.89 1.67 -3.72
O 5.62 -2.96 -3.52
C 4.45 -3.62 -3.50
O 3.57 -3.15 -2.79
O 4.21 -4.45 -4.32
H 5.73 -3.67 -4.15
C -0.14 7.25 0.85
N 0.07 5.83 1.14
O 0.72 5.16 0.30
O -0.34 5.33 2.19
H -0.16 7.79 1.79
H -1.05 7.34 0.26
H 0.69 7.50 0.18
C 1.36 0.88 5.67
N 2.23 0.55 4.52
O 3.32 0.10 4.85
O 1.78 0.73 3.37
H 0.68 0.06 5.85
H 0.80 1.78 5.41
H 1.86 1.08 6.62
N -1.96 -3.21 0.14
C -0.70 -3.70 0.48
C -0.69 -5.05 0.18
C -1.90 -5.44 -0.26
C -2.75 -4.31 -0.19
H -2.31 -2.30 0.42
H 0.15 -3.11 0.79
H 0.18 -5.70 0.22
H -2.22 -6.44 -0.51
H -3.80 -4.25 -0.43
*
```

| no. | strongest force on any atom (eV/A) |
| --- | --- |
| 1 | 2.7 |
| 2 | 1.0 |
| 3 | 1.6 |
| 4 | 3.8 |
| 5 | 1.6 |
| 6 | 7.0 |